C6H9NO in the gas phase in a non-equilibrium geometry, computed with ωB97M-V/def2-TZVPD.

The geometry in XYZ format:
```
17
Properties=species:S:1:pos:R:3:forces:R:3:lowdin_charge:R:1
O 2.291398 -0.065237 0.003985 7.676 -2.736 -2.352 -0.071
C 1.086179 -0.609464 -0.148594 -2.581 1.061 1.458 -0.332
C 0.217716 0.079871 1.094102 -0.036 -0.325 -4.238 -0.111
C 0.249891 1.261239 0.114204 -1.953 3.324 0.491 -0.124
C 0.091821 0.212251 -0.954992 -0.914 -1.248 -0.924 -0.205
N -1.142090 -0.718070 -0.711471 0.921 3.299 -1.029 0.035
C -2.118106 0.238476 -0.092124 -2.121 -3.732 1.451 -0.084
C -1.069781 -0.538383 0.680071 -2.606 -3.102 5.433 -0.346
H 3.140920 -0.650905 -0.504791 -4.074 2.529 2.131 0.243
H 0.905196 -1.632711 -0.333343 0.686 -1.532 0.146 0.139
H 0.527745 -0.054358 2.076891 0.621 0.378 1.633 0.115
H 1.226537 1.626834 -0.054010 0.915 0.640 0.179 0.090
H -0.430462 2.247651 0.193033 1.186 -2.446 0.008 0.154
H 0.110591 0.412407 -1.997835 0.558 0.309 -0.869 0.135
H -2.129390 1.271522 -0.013745 0.852 1.772 -0.734 0.058
H -3.193818 -0.087030 -0.116927 1.306 -0.272 0.145 0.111
H -1.240191 -1.448954 1.543132 -0.434 2.079 -2.930 0.193
```
Forces are in eV/Å.

Results
SMILES   O[C@H]1[C@H]2C[C@@H]1N1C[C@H]21
LUMO   0.503 eV
Multiplicity   1
Kohn-Sham gap   9.4 eV
E_HOMO   -8.91 eV


2 unconnected molecules or ions with the total composition C5H15N2, computed with ωB97M-V/def2-TZVPD.

The geometry in XYZ format:
```
22
Properties=species:S:1:pos:R:3:forces:R:3:lowdin_charge:R:1
C -1.063410 1.332386 -2.780163 0.019 -0.085 0.097 -0.052
C -0.647569 1.479152 -1.331669 0.050 -0.033 0.486 -0.179
C -1.910355 0.102808 0.243911 -0.173 0.077 0.157 0.178
N -0.969203 0.231055 -0.595560 0.069 0.159 0.307 0.041
H -0.571592 0.477159 -3.244605 0.034 0.077 -0.054 0.090
H -2.137241 1.191763 -2.843286 -0.161 -0.004 -0.088 0.087
H -0.800584 2.233374 -3.325118 0.068 0.044 -0.062 0.095
H 0.417270 1.640939 -1.201549 0.192 -0.007 -0.112 0.130
H -1.162384 2.285531 -0.804149 -0.047 -0.072 -0.181 0.133
H -2.148809 -0.875013 0.641371 0.200 -0.010 0.192 0.120
H -2.475641 0.971913 0.575911 -0.067 -0.106 -0.347 0.135
H -0.356971 -0.575042 -0.726024 -0.189 -0.043 -0.364 0.161
C 0.975057 -2.200002 1.332146 -0.084 0.277 0.254 -0.145
N 1.976364 -1.165141 1.246530 -0.195 0.268 -0.137 -0.177
C 1.680788 0.072939 1.946630 0.019 -0.078 -0.356 -0.137
H 0.821393 -2.442881 2.380749 0.124 -0.246 0.100 0.087
H -0.044065 -1.936982 0.981739 0.013 0.105 -0.253 0.038
H 1.310194 -3.078837 0.795260 -0.035 -0.191 -0.009 0.086
H 2.261431 -0.972695 0.296139 0.136 -0.163 0.006 0.094
H 0.888140 0.684301 1.477728 -0.067 -0.046 0.089 0.049
H 2.581025 0.677649 1.967075 0.073 0.148 0.118 0.083
H 1.376163 -0.134370 2.966940 0.022 -0.070 0.157 0.083
```
Forces are in eV/Å.

Results
LUMO   -5.110 eV
Multiplicity   1
Kohn-Sham gap   7.1 eV
E_HOMO   -12.16 eV
Total charge   +1


2 unconnected molecules or ions with the total composition C6H14NO in a non-equilibrium geometry, computed with ωB97M-V/def2-TZVPD.

The geometry in XYZ format:
```
22
Properties=species:S:1:pos:R:3:forces:R:3:lowdin_charge:R:1
C -3.456471 1.138965 2.560131 2.261 0.870 0.040 -0.109
C -2.472217 0.031443 2.197817 0.162 -0.510 0.581 -0.281
C -1.641851 0.280603 0.987097 -0.802 -0.382 -1.467 -0.094
C 1.744188 -0.660210 -0.363232 -0.197 -1.151 0.167 -0.270
O 2.233572 -1.828747 -1.021284 0.753 -0.262 -0.230 -0.081
C 0.269985 -0.452118 -0.467621 -0.060 1.761 -0.580 -0.069
C -0.561412 -0.480995 0.645805 0.518 -0.323 0.736 -0.151
N 4.150814 0.301835 -3.968635 -0.128 -0.240 0.129 0.010
H -3.860213 1.008360 3.551958 -0.928 -0.354 -0.129 0.066
H -4.086834 1.407654 1.725793 -0.766 -0.237 0.185 0.069
H -2.970506 -0.940373 2.126074 -0.239 0.001 -0.350 0.113
H -1.781442 -0.152513 3.026519 -0.008 0.229 0.180 0.111
H -2.048474 0.917247 0.200163 0.032 0.267 0.244 0.112
H 4.019088 -0.195831 -4.839977 0.148 0.134 -0.100 0.001
H 2.347771 0.165694 -0.745985 -0.385 0.237 -0.101 0.111
H 1.993527 -0.765258 0.688477 0.143 -0.042 0.282 0.105
H 1.568892 -2.361758 -1.459017 -0.457 0.303 0.162 0.074
H -0.041782 0.174362 -1.304824 -0.144 -0.234 -0.056 0.103
H -0.239233 -1.160634 1.416965 0.327 -0.232 0.493 0.111
H -2.813727 2.022274 2.713045 -0.221 0.065 -0.168 0.076
H 3.248984 0.287374 -3.507542 0.065 0.084 0.114 -0.008
H 4.397340 1.262625 -4.161729 -0.074 0.015 -0.134 -0.001
```
Forces are in eV/Å.

Results
LUMO (alpha / beta)   1.012 / -0.544 eV
Multiplicity   2
Kohn-Sham gap (alpha / beta)   8.8 / 9.4 eV
E_HOMO (alpha / beta)   -7.78 / -9.93 eV
⟨S²⟩   0.786


What did the first record say?
C6H9NO in the gas phase in a non-equilibrium geometry, computed with ωB97M-V/def2-TZVPD.

The geometry in XYZ format:
```
17
Properties=species:S:1:pos:R:3:forces:R:3:lowdin_charge:R:1
O 2.291398 -0.065237 0.003985 7.676 -2.736 -2.352 -0.071
C 1.086179 -0.609464 -0.148594 -2.581 1.061 1.458 -0.332
C 0.217716 0.079871 1.094102 -0.036 -0.325 -4.238 -0.111
C 0.249891 1.261239 0.114204 -1.953 3.324 0.491 -0.124
C 0.091821 0.212251 -0.954992 -0.914 -1.248 -0.924 -0.205
N -1.142090 -0.718070 -0.711471 0.921 3.299 -1.029 0.035
C -2.118106 0.238476 -0.092124 -2.121 -3.732 1.451 -0.084
C -1.069781 -0.538383 0.680071 -2.606 -3.102 5.433 -0.346
H 3.140920 -0.650905 -0.504791 -4.074 2.529 2.131 0.243
H 0.905196 -1.632711 -0.333343 0.686 -1.532 0.146 0.139
H 0.527745 -0.054358 2.076891 0.621 0.378 1.633 0.115
H 1.226537 1.626834 -0.054010 0.915 0.640 0.179 0.090
H -0.430462 2.247651 0.193033 1.186 -2.446 0.008 0.154
H 0.110591 0.412407 -1.997835 0.558 0.309 -0.869 0.135
H -2.129390 1.271522 -0.013745 0.852 1.772 -0.734 0.058
H -3.193818 -0.087030 -0.116927 1.306 -0.272 0.145 0.111
H -1.240191 -1.448954 1.543132 -0.434 2.079 -2.930 0.193
```
Forces are in eV/Å.

Results
SMILES   O[C@H]1[C@H]2C[C@@H]1N1C[C@H]21
LUMO   0.503 eV
Multiplicity   1
Kohn-Sham gap   9.4 eV
E_HOMO   -8.91 eV